(A)
A cluster of 2 separate species, C7H7N3O2 in total, computed with wB97M-V/def2-TZVPD.

```
! wB97M-V def2-TZVPD RIJCOSX def2/J DEFGRID3
* xyz 0 1
C -2.7519 0.4166 -0.5908
C -2.1198 -0.9106 -0.4216
C -2.1890 1.6622 -0.1108
C -0.8468 -0.9361 0.1048
C -0.8160 1.5681 0.3269
C -0.1734 0.3309 0.3992
C 2.1620 -1.6194 -0.1809
N 2.7001 1.7613 -0.2528
N 2.0102 -0.6602 0.7833
N 1.1335 0.4010 0.7932
O 1.5731 -1.7199 -1.2275
O 3.4771 0.9073 -0.2922
H -3.7129 0.5744 -0.9865
H -2.6692 -1.8886 -0.5753
H -2.8012 2.4889 -0.2286
H -0.3385 -1.8924 0.3161
H -0.3460 2.5681 0.4648
H 3.0544 -2.3401 0.1456
H 2.6541 -0.7113 1.5331
*
```

orbital gap (spin up / spin down): 8.11 / 6.41 eV
HOMO (spin up / spin down): -7.84 / -7.71 eV

Here are the Löwdin charges for atoms 1 to 8, given in e:
1. C -0.056
2. C -0.063
3. C -0.048
4. C -0.040
5. C -0.027
6. C -0.281
7. C -0.373
8. N 0.116

=====

(B)
The molecule C7H7N3O2, computed with wB97M-V/def2-TZVPD.

```
! wB97M-V def2-TZVPD RIJCOSX def2/J DEFGRID3
* xyz 0 1
C 1.4368 1.6334 2.5789
C -0.6371 2.4403 2.0031
C 1.0676 0.4484 1.9662
C -0.1784 0.4252 1.4599
C 1.9090 -0.8025 1.7308
C -0.4004 -0.4151 -1.4622
C -0.6205 -1.5690 -0.5163
N 0.5104 2.5428 2.6234
N -1.1079 1.2641 1.4167
N -0.2515 -1.5105 0.8368
O 2.9830 -1.0187 2.1512
O 1.1533 -1.6343 0.9726
H 2.4374 1.7534 3.1515
H -1.3496 3.1642 2.0249
H 0.6549 -0.0098 -1.2166
H -0.5141 -0.7914 -2.4031
H -1.0068 0.3955 -1.3356
H -1.6668 -1.7755 -0.6048
H -0.1746 -2.5774 -0.7818
*
```

orbital gap: 8.73 eV
HOMO: -9.23 eV

Here are the Löwdin charges for atoms 1 to 8, given in e:
1. C -0.051
2. C -0.112
3. C -0.080
4. C -0.087
5. C -0.436
6. C -0.070
7. C -0.297
8. N 0.085

=====

(B) wins, 0.0282 hartree ahead of the next structure.

=====

(A)
A cluster of 2 separate species, C2H8S3 in total, computed with wB97M-V/def2-TZVPD.

```
! wB97M-V def2-TZVPD RIJCOSX def2/J DEFGRID3
* xyz 0 1
C -0.4145 1.7885 -1.2617
S 0.2734 3.4119 -0.4924
C 1.9605 2.8433 0.0722
H 0.1461 1.5295 -2.0828
H -0.1299 1.0216 -0.6547
H -1.5306 1.7097 -1.1964
H 2.4240 3.7765 0.3738
H 2.5925 2.4231 -0.7785
H 1.8144 2.1912 0.9889
S 0.5166 -2.9057 0.6252
S -1.6416 -2.5540 0.4812
H 0.7815 -3.8782 -0.2778
H -1.7479 -3.7982 0.9392
*
```

orbital gap: 8.21 eV
SMILES string: CSC.SS
HOMO: -8.52 eV

Here are the Löwdin charges for atoms 1 to 8, given in e:
1. C -0.352
2. S 0.667
3. C -0.433
4. H -0.006
5. H -0.032
6. H 0.058
7. H 0.001
8. H 0.054

=====

(B)
A cluster of 2 separate species, C2H8S3 in total, computed with wB97M-V/def2-TZVPD.

```
! wB97M-V def2-TZVPD RIJCOSX def2/J DEFGRID3
* xyz 0 1
C -1.9358 1.8936 0.8405
S -0.1230 1.7769 0.6319
S 0.4962 0.9572 2.3994
H -2.3753 0.9551 0.5347
H -2.2630 2.6756 0.1713
H -2.1413 2.1954 1.8544
H 0.3286 -0.3322 2.0683
C 1.5254 -2.1603 -1.3002
S 1.3692 -0.5945 -2.2344
H 2.5498 -2.4777 -1.4380
H 1.2537 -1.9859 -0.2672
H 0.8864 -2.9003 -1.7676
H 0.4291 -0.0030 -1.4930
*
```

orbital gap: 9.34 eV
SMILES string: CSS.CS
HOMO: -8.85 eV

Here are the Löwdin charges for atoms 1 to 8, given in e:
1. C -0.452
2. S 0.337
3. S 0.309
4. H 0.025
5. H 0.022
6. H 0.019
7. H -0.211
8. C -0.464

=====

(B) wins, 0.0411 hartree ahead of the next structure.

=====

(A)
A structure of composition C4H11CuO3, computed with wB97M-V/def2-TZVPD.

```
! wB97M-V def2-TZVPD RIJCOSX def2/J DEFGRID3
* xyz 1 2
C -3.0569 -2.9951 3.3858
O -3.6052 -1.9785 4.2211
C -2.8601 -1.6884 5.3664
C -3.6538 -0.8199 6.3108
O -4.5495 -1.6088 7.0533
C -5.2042 -0.8955 8.0711
H -3.3440 -3.7577 2.6382
H -3.1616 -3.8635 4.0752
H -1.9278 -1.1542 5.0908
H -2.5602 -2.6141 5.8947
H -4.2121 -0.0519 5.7438
H -2.9474 -0.2951 6.9807
H -5.8883 -1.5881 8.5760
H -4.4821 -0.5090 8.8120
H -5.7740 -0.0425 7.6630
Cu -1.3099 -2.2224 2.2678
O -2.4446 -1.8202 0.8880
H -2.4375 -2.2248 0.0162
H -3.3851 -2.2402 1.5450
*
```

orbital gap (spin up / spin down): 7.92 / 6.26 eV
<S²>: 0.763
HOMO (spin up / spin down): -12.80 / -12.79 eV

Here are the Löwdin charges for atoms 1 to 8, given in e:
1. C -0.093
2. O -0.115
3. C -0.198
4. C -0.212
5. O -0.181
6. C -0.102
7. H 0.104
8. H 0.111

=====

(B)
A structure of composition C4H11CuO3, computed with wB97M-V/def2-TZVPD.

```
! wB97M-V def2-TZVPD RIJCOSX def2/J DEFGRID3
* xyz 1 2
O -1.2552 2.1307 0.0562
C -2.3326 1.2598 0.1956
C -1.9754 -0.1430 -0.2843
O -0.6964 -0.4847 0.2794
C -0.2967 -1.8275 0.0374
Cu 0.2856 1.1618 0.3535
H -3.2098 1.5874 -0.3934
H -2.6708 1.1906 1.2495
H -1.8767 -0.1726 -1.3822
H -2.7193 -0.8865 0.0383
H 0.6961 -1.9691 0.4759
H -1.0171 -2.5146 0.5005
H -0.2427 -2.0188 -1.0440
O 2.0464 1.1162 -0.1857
H 2.3426 1.6717 -0.9300
C 3.0487 0.1558 0.1812
H 3.2825 -0.4850 -0.6767
H 3.9461 0.6778 0.5303
H 2.6446 -0.4500 0.9986
*
```

orbital gap (spin up / spin down): 10.38 / 7.55 eV
<S²>: 0.755
HOMO (spin up / spin down): -13.99 / -13.66 eV

Here are the Löwdin charges for atoms 1 to 8, given in e:
1. O -0.183
2. C -0.272
3. C -0.158
4. O -0.285
5. C -0.033
6. Cu 0.780
7. H 0.147
8. H 0.134

=====

(B) wins, 0.1473 hartree ahead of the next structure.

=====

(A)
The molecule C3H8OS2, computed with wB97M-V/def2-TZVPD.

```
! wB97M-V def2-TZVPD RIJCOSX def2/J DEFGRID3
* xyz 0 1
O -2.8343 0.2742 -0.2731
C -1.6110 -0.5243 -0.2550
C -0.3731 0.2254 -0.7555
C 0.8647 -0.3049 -0.0224
S 2.0733 1.0540 0.1549
S 3.5527 0.1638 1.2466
H -2.5912 1.1955 -0.3821
H -1.8922 -1.3022 -0.9353
H -1.6007 -0.8251 0.7921
H -0.4437 1.3022 -0.6767
H -0.3624 -0.0496 -1.7945
H 1.4044 -1.0921 -0.5119
H 0.5745 -0.7169 0.9378
H 3.2390 0.6000 2.4750
*
```

orbital gap: 9.78 eV
SMILES string: OCCCSS
HOMO: -9.24 eV

Here are the Löwdin charges for atoms 1 to 8, given in e:
1. O -0.094
2. C -0.229
3. C -0.244
4. C -0.558
5. S 0.412
6. S 0.306
7. H 0.063
8. H 0.109

=====

(B)
A cluster of 2 separate species, C3H8OS2 in total, computed with wB97M-V/def2-TZVPD.

```
! wB97M-V def2-TZVPD RIJCOSX def2/J DEFGRID3
* xyz 0 1
C -1.4873 1.2399 0.0486
C -1.3300 -0.2186 -0.3572
S -0.0414 -1.0305 0.6512
C 0.7200 0.5323 1.2339
S 0.2032 1.9739 0.2939
H -1.9998 1.8794 -0.6955
H -2.0631 1.2940 0.9925
H -1.0087 -0.2408 -1.4163
H -2.2900 -0.7651 -0.2852
H 0.3939 0.5853 2.2905
H 1.8075 0.3252 1.2274
O 2.5972 -2.1151 -1.1250
H 1.7646 -2.3115 -1.6113
H 2.7339 -1.1484 -1.2476
*
```

orbital gap: 9.30 eV
SMILES string: C1CSCS1.O
HOMO: -8.66 eV

Here are the Löwdin charges for atoms 1 to 8, given in e:
1. C -0.526
2. C -0.561
3. S 0.788
4. C -0.816
5. S 0.784
6. H 0.078
7. H 0.080
8. H 0.068

=====

(B) wins, 0.0140 hartree ahead of the next structure.

=====

(A)
A cluster of 2 separate species, C3H8OS2 in total, computed with wB97M-V/def2-TZVPD.

```
! wB97M-V def2-TZVPD RIJCOSX def2/J DEFGRID3
* xyz 0 1
C -1.2715 -1.1533 1.8428
C -1.6595 -1.0416 0.3975
O -1.5058 -0.0826 -0.2989
H -1.0989 -2.2025 2.0843
H -2.1770 -0.8793 2.3816
H -0.4349 -0.5453 2.1547
H -2.2435 -1.9101 0.0295
C 1.9740 0.7204 -0.3253
S 1.8004 2.1322 -1.5009
S 0.2551 1.3281 -2.6749
H 1.1029 0.0843 -0.4955
H 2.0376 1.1414 0.6740
H 2.8212 0.1377 -0.6590
H 0.3998 2.2705 -3.6100
*
```

orbital gap: 8.46 eV
SMILES string: CC=O.CSS
HOMO: -7.79 eV

Here are the Löwdin charges for atoms 1 to 8, given in e:
1. C -0.049
2. C -0.327
3. O 0.012
4. H 0.075
5. H 0.086
6. H 0.074
7. H 0.118
8. C -0.462

=====

(B)
A cluster of 2 separate species, C3H8OS2 in total, computed with wB97M-V/def2-TZVPD.

```
! wB97M-V def2-TZVPD RIJCOSX def2/J DEFGRID3
* xyz 0 1
C 0.1329 2.5289 -0.3023
C -0.5477 -0.9565 0.5832
C 0.3713 -0.8176 -0.5183
O -0.0368 2.6331 1.0282
S -1.6612 -2.5267 0.4614
S 1.9274 -1.5915 -0.3903
H -0.6669 2.2353 -0.9537
H 1.1256 2.7168 -0.6570
H -1.3079 -0.1805 0.6132
H -0.0533 -1.0506 1.5457
H -0.0006 -0.6665 -1.5161
H -0.9461 2.4337 1.2815
H -0.6523 -3.3908 0.4679
H 2.3156 -1.3671 -1.6433
*
```

orbital gap (spin up / spin down): 7.16 / 7.95 eV
HOMO (spin up / spin down): -7.22 / -7.33 eV

Here are the Löwdin charges for atoms 1 to 8, given in e:
1. C -0.105
2. C -0.617
3. C -0.627
4. O -0.064
5. S 0.634
6. S 0.752
7. H 0.047
8. H 0.049

=====

(A) wins, 0.1072 hartree ahead of the next structure.

=====

(A)
A cluster of 2 separate species, C3H8OS2 in total, computed with wB97M-V/def2-TZVPD.

```
! wB97M-V def2-TZVPD RIJCOSX def2/J DEFGRID3
* xyz 0 1
C 2.2097 -1.4275 -0.1315
C 2.0891 -0.1110 -0.2346
O 2.7491 0.8086 0.5149
H 1.5488 -2.0654 -0.6980
H 2.9585 -1.8906 0.5050
H 1.4466 0.3503 -0.9739
H 3.1895 0.3549 1.2440
C -0.9472 1.7560 -0.7198
S -1.5717 0.0562 -0.8912
S -1.4966 -0.6556 1.0397
H -0.5180 2.0276 -1.6844
H -0.1817 1.8101 0.0495
H -1.7638 2.4241 -0.4743
H -0.2229 -1.0754 1.0140
*
```

orbital gap: 9.66 eV
SMILES string: C=CO.CSS
HOMO: -9.09 eV

Here are the Löwdin charges for atoms 1 to 8, given in e:
1. C -0.009
2. C -0.309
3. O 0.003
4. H 0.055
5. H 0.061
6. H 0.088
7. H 0.103
8. C -0.484

=====

(B)
The molecule C3H8OS2, computed with wB97M-V/def2-TZVPD.

```
! wB97M-V def2-TZVPD RIJCOSX def2/J DEFGRID3
* xyz 0 1
O -2.7130 2.5348 0.4477
C -1.9068 1.4788 1.0284
C -0.5936 1.1966 0.2645
C -0.4788 -0.2320 -0.6348
S 1.3484 -0.5353 -1.1086
S 1.6216 -1.9966 0.3732
H -3.5855 2.5368 0.9327
H -1.6628 1.7446 2.0963
H -2.4984 0.5046 0.9805
H -0.3056 1.9999 -0.4486
H 0.3737 0.9974 0.9835
H -0.8139 -1.1815 -0.1829
H -1.0827 -0.0444 -1.4782
H 1.6336 -0.9872 1.3538
*
```

orbital gap: 9.48 eV
SMILES string: OCCCSS
HOMO: -9.07 eV

Here are the Löwdin charges for atoms 1 to 8, given in e:
1. O -0.112
2. C -0.280
3. C -0.204
4. C -0.511
5. S 0.371
6. S 0.281
7. H 0.106
8. H 0.118

=====

(A) wins, 0.0209 hartree ahead of the next structure.

=====

(A)
The ion C6H13N4O with charge +1, computed with wB97M-V/def2-TZVPD.

```
! wB97M-V def2-TZVPD RIJCOSX def2/J DEFGRID3
* xyz 1 1
C 1.5103 0.4042 -0.0704
C 1.2332 1.5125 0.9029
C 2.8276 -1.6526 -0.2319
C -1.0542 2.0867 -0.0784
C -1.1619 -0.2439 -0.6147
C -1.3905 -1.6527 1.3320
N 2.2649 -0.5503 -0.1023
N 0.2742 2.4379 0.3368
N -1.1094 1.0159 -1.0434
N -1.1376 -1.2292 -1.4910
O -1.3174 -0.4335 0.6517
H 0.8533 1.2233 1.8777
H 2.1239 1.9771 1.0601
H 3.7441 -1.8466 -0.9214
H 2.1304 -2.5376 -0.1884
H -1.7029 1.8384 0.7756
H -1.2432 3.0242 -0.7730
H -2.0900 -1.5572 2.1876
H -0.3984 -2.0776 1.7653
H -1.7814 -2.4851 0.6366
H 0.7634 2.8089 -0.4846
H -1.1525 1.2110 -1.9852
H -0.9400 -1.1339 -2.5068
H -1.2459 -2.1398 -1.0348
*
```

orbital gap: 8.18 eV
HOMO: -11.12 eV

Here are the Löwdin charges for atoms 1 to 8, given in e:
1. C -0.018
2. C -0.175
3. C -0.056
4. C -0.180
5. C -0.455
6. C -0.019
7. N -0.053
8. N -0.069

=====

(B)
The ion C6H13N4O with charge +1, computed with wB97M-V/def2-TZVPD.

```
! wB97M-V def2-TZVPD RIJCOSX def2/J DEFGRID3
* xyz 1 1
C 0.3542 -1.8480 -0.2485
C -2.4958 0.1192 0.0285
C 1.3643 -0.8798 -0.3275
C 0.8665 0.6064 0.0792
C 2.5302 -1.3363 0.5735
C 1.9275 1.6341 -0.2690
N -2.9584 1.3558 0.2998
N -1.2872 -0.1108 -0.3880
N -3.3360 -0.9223 0.1716
N -0.3646 0.9237 -0.5515
O -0.2120 -2.8350 -0.1381
H 1.6879 -0.8199 -1.3743
H 0.6955 0.5753 1.1601
H 2.2433 -1.3076 1.6211
H 3.3798 -0.6780 0.4218
H 2.8416 -2.3475 0.3246
H 1.5644 2.6234 -0.0050
H 2.1522 1.6241 -1.3332
H 2.8427 1.4614 0.2868
H -3.9369 1.5131 0.4633
H -4.2425 -0.7915 0.5833
H -2.9900 -1.8584 0.0676
H -2.3741 2.1472 0.0932
H -0.2524 1.1512 -1.5392
*
```

orbital gap: 8.67 eV
HOMO: -12.34 eV

Here are the Löwdin charges for atoms 1 to 8, given in e:
1. C -0.022
2. C -0.495
3. C -0.234
4. C -0.339
5. C -0.003
6. C -0.026
7. N 0.180
8. N 0.019

=====

(B) wins, 0.1121 hartree ahead of the next structure.

=====

(A)
A cluster of 2 separate species, C2H6O3 in total, computed with wB97M-V/def2-TZVPD.

```
! wB97M-V def2-TZVPD RIJCOSX def2/J DEFGRID3
* xyz 0 1
O -0.6164 -1.6028 -0.3424
C -0.9562 -0.4731 -0.7996
O -2.0876 0.1183 -0.3853
H -0.5570 0.0068 -1.7010
H -2.3869 -0.3982 0.3869
C 0.8573 0.5700 0.6880
O 2.0128 0.5254 -0.1247
H 0.2680 -0.5068 0.6290
H 1.1296 0.6489 1.7495
H 0.2851 1.4630 0.4375
H 2.0513 -0.3516 -0.5377
*
```

orbital gap: 10.83 eV
SMILES string: O=CO.CO
HOMO: -10.18 eV

Here are the Löwdin charges for atoms 1 to 8, given in e:
1. O -0.032
2. C -0.373
3. O 0.090
4. H 0.159
5. H 0.139
6. C -0.206
7. O -0.119
8. H 0.102

=====

(B)
A cluster of 2 separate species, C2H6O3 in total, computed with wB97M-V/def2-TZVPD.

```
! wB97M-V def2-TZVPD RIJCOSX def2/J DEFGRID3
* xyz 0 1
C -0.1395 0.7540 -0.0715
C 0.0053 0.5579 -1.5748
O 0.9908 -0.0376 -2.0537
O -1.1564 0.8098 -2.2792
H -0.9110 0.0291 0.2383
H -0.3681 1.7296 0.3895
H 0.8386 0.4084 0.3033
H -1.7872 1.4183 -1.8062
O 0.4925 -1.9344 2.0938
H 0.7459 -2.2890 2.9760
H 1.2889 -1.4462 1.7846
*
```

orbital gap: 11.05 eV
SMILES string: CC(=O)O.O
HOMO: -10.55 eV

Here are the Löwdin charges for atoms 1 to 8, given in e:
1. C -0.015
2. C -0.499
3. O 0.063
4. O 0.058
5. H 0.095
6. H 0.089
7. H 0.074
8. H 0.133

=====

(B) wins, 0.0578 hartree ahead of the next structure.